(1)
# C3H6N2O2

One molecule with the formula C3H6N2O2 (ωB97M-V/def2-TZVPD, the OMol25 dataset).

Last column: Mulliken charge in e.
Cartesian coordinates (Å):
O 2.428 -0.058 -0.001  -0.616
C 1.216 -0.191 0.014  0.329
N 0.443 -1.284 -0.215  -0.210
N -0.895 -0.810 -0.548  -0.444
C -0.967 0.240 0.624  -0.897
C 0.368 0.889 0.315  0.117
O 0.159 1.601 -0.793  -0.582
H 1.036 -1.790 -0.846  0.315
H -1.477 -1.516 -0.280  0.278
H -0.833 -0.198 1.615  0.361
H -1.789 0.848 0.372  0.437
H 0.944 1.413 0.991  0.431
H -0.632 0.855 -1.248  0.481

Highest occupied orbital energy: -9.450 eV
Charge: 0
SMILES string: O=C1NNC[C@@H]1O

***

(2)
# C3H6N2O2

One molecule with the formula C3H6N2O2 (ωB97M-V/def2-TZVPD, the OMol25 dataset).

Last column: Mulliken charge in e.
Cartesian coordinates (Å):
C -0.889 -1.955 -0.311  -0.856
N -0.662 -0.490 -0.190  -0.179
C 0.639 -0.149 0.054  0.578
O 1.490 -1.007 0.050  -0.620
N 1.020 1.177 0.349  -0.113
C 0.367 2.372 0.212  0.121
O 0.875 3.442 0.447  -0.522
H -0.073 -2.638 0.082  0.280
H -0.939 -2.237 -1.355  0.272
H -1.757 -2.211 0.254  0.358
H -1.401 0.223 -0.046  0.218
H 2.003 1.210 0.596  0.233
H -0.674 2.263 -0.143  0.230

Highest occupied orbital energy: -10.307 eV
Charge: 0
SMILES string: CNC(=O)NC=O

***

Quick ranking, most stable first: (2), (1).

***

(1)
# C3H6N2O2

One molecule with the formula C3H6N2O2 (ωB97M-V/def2-TZVPD, the OMol25 dataset).

Last column: Mulliken charge in e.
Cartesian coordinates (Å):
H -3.139 0.406 -0.383  0.268
N -2.537 0.670 0.396  -0.622
C -1.488 -0.027 0.346  0.204
O -0.559 0.100 1.332  -0.374
C 0.795 0.147 0.941  -0.292
C 1.136 -0.646 -0.327  0.454
N 2.005 -0.024 -1.161  -0.370
O 0.665 -1.741 -0.577  -0.614
H -1.224 -0.785 -0.394  0.350
H 1.092 1.200 0.830  0.308
H 1.374 -0.287 1.762  0.246
H 2.263 -0.515 -2.003  0.243
H 2.435 0.862 -0.957  0.197

Highest occupied orbital energy: -10.017 eV
Charge: 0
SMILES string: [H]/N=C/OCC(N)=O

***

(2)
# C3H6N2O2

A 3-piece molecular cluster, C3H6N2O2 overall (ωB97M-V/def2-TZVPD, the OMol25 dataset).

Last column: Mulliken charge in e.
Cartesian coordinates (Å):
C -3.529 -0.672 0.163  0.692
C -0.338 0.828 1.163  0.073
C 0.656 1.507 0.338  -0.538
N -0.926 0.068 0.295  -0.422
N 2.416 -0.907 -1.186  -0.683
O -3.943 0.214 0.736  -0.370
O -3.198 -1.583 -0.397  -0.320
H 1.561 1.055 0.266  0.315
H -0.410 1.005 2.245  0.323
H 0.361 2.341 -0.338  0.268
H 1.567 -1.396 -0.946  0.204
H 3.047 -1.005 -0.309  0.226
H 2.736 -1.455 -2.029  0.231

Highest occupied orbital energy (spin up / spin down): -9.621 / -9.175 eV
Charge: 0

***

(3)
# C3H6N2O2

One molecule with the formula C3H6N2O2 (ωB97M-V/def2-TZVPD, the OMol25 dataset).

Last column: Mulliken charge in e.
Cartesian coordinates (Å):
N -1.109 0.910 -0.954  -0.354
C -1.385 0.019 0.056  0.455
O -2.416 0.074 0.698  -0.625
N -0.475 -1.020 0.187  -0.166
C 0.962 -0.811 0.074  -0.495
C 1.391 0.597 0.449  0.018
O 2.503 1.026 0.295  -0.456
H -1.850 1.573 -1.107  0.219
H -0.345 0.803 -1.595  0.201
H -0.799 -1.729 0.823  0.263
H 1.340 -1.094 -0.912  0.258
H 1.449 -1.456 0.806  0.342
H 0.733 1.109 1.182  0.340

Highest occupied orbital energy: -9.874 eV
Charge: 0
SMILES string: NC(=O)NCC=O

***

(4)
# C3H6N2O2

One molecule with the formula C3H6N2O2 (ωB97M-V/def2-TZVPD, the OMol25 dataset).

Last column: Mulliken charge in e.
Cartesian coordinates (Å):
N -1.380 -0.280 0.985  -0.611
N -0.817 0.053 -0.277  0.001
C -0.164 1.336 -0.232  -0.278
O 1.219 1.114 -0.014  -0.279
C 1.456 -0.159 0.001  0.619
O 2.389 -0.733 0.513  -0.584
C 0.230 -0.823 -0.690  -0.608
H -0.677 -0.716 1.539  0.251
H -2.002 -1.061 0.744  0.279
H -0.247 1.819 -1.211  0.284
H -0.494 1.976 0.716  0.270
H 0.508 -0.669 -1.645  0.341
H -0.021 -1.856 -0.430  0.315

Highest occupied orbital energy: -9.451 eV
Charge: 0
SMILES string: NN1COC(=O)C1

***

Quick ranking, most stable first: (3), (1), (4), (2).

***

(1)
# C3H6N2O2

C3H6N2O2 as an isolated structure (ωB97M-V/def2-TZVPD, the OMol25 dataset).

Last column: Mulliken charge in e.
Cartesian coordinates (Å):
C 0.714 -1.119 1.036  -0.702
N -0.647 -0.798 -0.032  -0.320
C 0.278 0.533 -1.423  0.683
C 0.034 1.794 -0.749  -0.148
O -1.658 0.001 0.546  -0.382
N 1.079 1.540 -0.073  -0.524
O 0.335 0.214 -2.575  -0.514
H -1.244 0.495 1.281  0.364
H -1.035 -1.533 -0.613  0.261
H -0.758 2.528 -0.886  0.301
H 1.569 -1.145 0.363  0.314
H 0.465 -2.135 1.317  0.327
H 0.868 -0.375 1.806  0.340

Highest occupied orbital energy (spin up / spin down): -7.574 / -7.577 eV
Charge: 0

***

(2)
# C3H6N2O2

One molecule with the formula C3H6N2O2 (ωB97M-V/def2-TZVPD, the OMol25 dataset).

Last column: Mulliken charge in e.
Cartesian coordinates (Å):
H -0.812 1.935 -2.362  0.238
N -1.008 1.482 -1.480  -0.664
C -0.828 0.241 -1.584  0.214
O -1.198 -0.633 -0.581  -0.401
C -0.754 -0.217 0.690  -0.466
C 0.772 -0.210 0.538  0.581
N 1.548 -0.537 1.594  -0.409
O 1.287 0.058 -0.534  -0.562
H -0.469 -0.333 -2.441  0.395
H -1.138 0.778 0.946  0.303
H -1.111 -0.920 1.455  0.312
H 2.512 -0.673 1.327  0.253
H 1.198 -0.969 2.432  0.205

Highest occupied orbital energy: -9.397 eV
Charge: 0
SMILES string: [H]/N=C/OCC(N)=O

***

Quick ranking, most stable first: (2), (1).

***

(1)
# C3H6N2O2

One molecule with the formula C3H6N2O2 (ωB97M-V/def2-TZVPD, the OMol25 dataset).

Last column: Mulliken charge in e.
Cartesian coordinates (Å):
H 1.658 0.158 -1.134  0.201
N 0.649 0.102 -1.202  -0.692
C 0.064 0.006 -0.083  0.753
N 0.597 -0.044 1.210  -0.090
C 1.920 0.037 1.567  0.082
O 2.301 -0.005 2.712  -0.525
O -1.272 -0.065 0.024  -0.377
C -1.979 -0.051 -1.216  -0.651
H -0.065 -0.136 1.969  0.261
H 2.609 0.146 0.713  0.207
H -3.037 -0.042 -0.954  0.233
H -1.734 -0.938 -1.804  0.298
H -1.714 0.832 -1.802  0.302

Highest occupied orbital energy: -10.205 eV
Charge: 0
SMILES string: [H]/N=C(\NC=O)OC

***

(2)
# C3H6N2O2

One molecule with the formula C3H6N2O2 (ωB97M-V/def2-TZVPD, the OMol25 dataset).

Last column: Mulliken charge in e.
Cartesian coordinates (Å):
C 0.188 -1.891 0.265  -1.075
N -0.568 0.137 -1.047  -0.373
C -0.749 1.076 0.006  0.428
C 0.345 -0.446 -0.099  0.821
N 0.450 1.949 0.114  -0.374
O -1.826 1.461 0.451  -0.546
O 1.485 0.149 0.068  -0.551
H -1.436 -0.376 -1.161  0.289
H 1.170 2.130 -0.584  0.265
H 0.489 2.577 0.908  0.180
H 0.571 -2.060 1.274  0.290
H -0.864 -2.181 0.237  0.341
H 0.744 -2.524 -0.432  0.305

Highest occupied orbital energy: -8.322 eV
Charge: 0

***

Quick ranking, most stable first: (1), (2).

***

(1)
# C3H9N3S

C3H9N3S as an isolated structure (ωB97M-V/def2-TZVPD, the OMol25 dataset).

Last column: Mulliken charge in e.
Cartesian coordinates (Å):
C 1.802 -0.940 0.342  -0.865
C 0.080 0.607 -0.403  0.331
C -1.226 -1.285 0.627  -0.738
H 2.642 -0.765 -0.391  0.310
H 1.349 -1.865 -0.160  0.304
H 2.292 -1.507 1.357  0.270
H 1.302 0.758 1.300  0.237
H -0.249 -1.546 1.120  0.262
H -2.268 -1.889 0.721  0.316
H -1.624 -0.546 1.470  0.226
H -0.502 3.242 -1.936  0.338
H -2.196 2.286 -1.021  0.262
N 0.984 0.136 0.512  -0.198
N -0.113 1.836 -0.830  -0.405
N -1.122 2.098 -1.742  -0.578
S -1.150 -0.619 -0.967  -0.073

Highest occupied orbital energy: -8.171 eV
Charge: 0

***

(2)
# C3H9N3S

One molecule with the formula C3H9N3S (ωB97M-V/def2-TZVPD, the OMol25 dataset).

Last column: Mulliken charge in e.
Cartesian coordinates (Å):
H -0.664 -1.186 -2.292  0.290
N 0.398 -1.041 -1.990  -0.700
C 0.402 -0.442 -0.913  0.270
N 1.500 -0.640 -0.127  -0.086
N 2.154 0.409 0.551  -0.536
C -0.636 0.528 -0.163  0.096
C -1.251 -0.130 0.999  -1.377
S -1.913 1.197 -1.331  -0.233
H 2.061 -1.362 -0.538  0.267
H 2.912 0.908 0.134  0.195
H 2.345 0.191 1.634  0.226
H -0.058 1.265 0.342  0.445
H -1.834 0.504 1.813  0.298
H -2.091 -0.793 0.698  0.349
H -0.411 -0.622 1.555  0.358
H -2.915 1.213 -0.371  0.139

Highest occupied orbital energy: -9.145 eV
Charge: 0
SMILES string: [H]/N=C(/NN)[C@H](C)S

***

(3)
# C3H9N3S

C3H9N3S as an isolated structure (ωB97M-V/def2-TZVPD, the OMol25 dataset).

Last column: Mulliken charge in e.
Cartesian coordinates (Å):
C 0.851 0.112 1.883  -0.657
C -0.335 0.162 -0.812  0.767
C -1.745 0.338 -0.311  -1.117
H 1.708 0.550 2.830  0.270
H 1.248 -0.998 1.363  0.199
H -0.255 0.146 2.421  0.199
H 1.815 1.520 0.943  0.353
H -2.256 0.858 -1.100  0.345
H -2.203 -0.678 -0.014  0.294
H -1.578 1.065 0.497  0.363
H -1.109 -1.297 -1.890  0.331
H 1.593 -1.788 -1.558  0.134
N 0.779 1.179 0.837  -0.417
N 0.803 0.432 -0.359  -0.455
N -0.368 -0.457 -2.018  -0.450
S 1.052 -1.143 -2.712  -0.160

Highest occupied orbital energy: -8.628 eV
Charge: 0

***

Quick ranking, most stable first: (2), (3), (1).